Entry from the Open Molecules 2025 dataset: the ion C12H16N with charge +1 (wB97M-V/def2-TZVPD).

Properties
Energy relative to the best compared isomer or geometry (same formula, charge and spin) (kcal/mol): 57.0
Net charge: +1
Frontier orbital gap (eV): 6.06
2S+1: 1
E_HOMO (eV): -12.21

Last column: natural (NBO) charge in e.
Atoms and positions in Å:
1 N -1.48111 0.54585 0.18687  -0.420
2 C 2.43259 -0.83017 0.77126  -0.073
3 C 3.35824 0.11677 0.40701  -0.228
4 C 0.06318 -1.61043 0.83715  0.276
5 C -0.96986 -2.13378 0.05682  -0.563
6 C -0.66925 0.12189 -0.94877  -0.088
7 C -2.69703 1.31848 -0.02823  -0.410
8 C -0.90774 1.18930 1.32596  -0.409
9 C 1.08979 -0.80152 0.38059  -0.223
10 C 3.12864 0.97678 -0.65248  -0.063
11 C -1.09930 -1.32393 -1.23555  -0.410
12 C 1.78080 0.97550 -1.14376  -0.216
13 C 0.80409 0.12137 -0.65072  0.099
14 H 4.34654 0.13124 0.97641  0.255
15 H -0.83957 -3.02553 -0.47353  0.324
16 H -3.25462 0.63397 -0.67552  0.204
17 H -2.04138 -1.38512 -1.90804  0.266
18 H -2.59451 2.28218 -0.52532  0.195
19 H -0.39273 -1.51243 -2.06799  0.233
20 H 1.48919 1.75551 -1.85940  0.242
21 H 3.87871 1.66039 -1.02707  0.251
22 H 2.59138 -1.46913 1.63830  0.227
23 H -3.19514 1.53373 0.87752  0.220
24 H -0.89715 0.77958 -1.74050  0.225
25 H -1.85917 -2.14271 0.71575  0.284
26 H 0.22462 -2.01013 1.83874  0.228
27 H -0.53407 2.19448 1.08573  0.177
28 H -0.10546 0.71959 1.73632  0.182
29 H -1.64969 1.18826 2.10245  0.214